This record from the OMol25 dataset describes C20H22N2O2S in the gas phase. The level of theory is ωB97M-V with the def2-TZVPD basis set.

Output
E_tot, hartree: -1433.53693
Kohn-Sham gap, hartree: 0.298
Net charge: 0
Spin multiplicity: 1
SMILES string: CCCCCC(=O)Nc1c(-c2cccs2)c(=O)c2ccccc2n1C

Positions of all 47 atoms, in Å:
S  -1.619  1.991  0.344
O  -1.242  -2.355  -0.097
O  2.794  2.338  0.366
N  1.397  -1.299  -0.784
N  -0.749  -0.443  -1.221
C  2.610  -1.236  -0.127
C  0.037  2.141  -0.209
C  3.381  -2.383  0.098
C  1.108  -2.452  -1.607
C  -4.905  -2.121  2.488
C  3.092  0.002  0.322
C  -4.584  -2.035  1.001
C  -2.931  -1.432  -1.538
C  0.939  1.008  -0.293
C  0.342  3.455  -0.424
C  -4.055  -0.652  0.627
C  -1.581  -1.476  -0.853
C  -3.902  -0.444  -0.879
C  2.319  1.235  0.135
C  5.086  -1.059  1.164
C  0.547  -0.235  -0.727
C  -1.852  3.692  0.245
C  -0.733  4.333  -0.171
C  4.333  0.072  0.960
C  4.598  -2.290  0.736
H  6.044  -0.999  1.659
H  -3.561  0.578  -1.056
H  3.015  -3.353  -0.196
H  -0.671  5.399  -0.296
H  -4.876  -0.555  -1.361
H  -5.486  -2.249  0.421
H  -2.808  4.100  0.505
H  -1.191  0.377  -1.617
H  1.313  3.777  -0.750
H  -4.015  -1.917  3.078
H  0.398  -2.175  -2.385
H  4.669  1.046  1.284
H  5.174  -3.187  0.910
H  -3.350  -2.436  -1.492
H  -3.833  -2.788  0.759
H  -5.670  -1.396  2.759
H  -3.091  -0.495  1.114
H  2.029  -2.788  -2.083
H  -4.742  0.108  1.007
H  -2.795  -1.159  -2.587
H  -5.267  -3.114  2.745
H  0.675  -3.265  -1.019

Atomic partial charges in e from the Löwdin method, atoms 1 to 5: 1.065 0.091 0.058 -0.011 0.132